Computed, not measured: a gas-phase ion, C3H6ClN2 (charge +1) in a non-equilibrium geometry, with the ωB97M-V functional and the def2-TZVPD basis.

```
! RIJCOSX wB97M-V def2-TZVPD def2/J DEFGRID3
* xyz 1 1
Cl 2.912 0.175 -0.031
N 1.237 -0.081 0.050
C 0.566 -1.198 0.028
N -0.734 -1.035 -0.004
C -1.124 0.368 -0.077
C 0.195 1.126 0.066
H 1.041 -2.168 0.045
H -1.413 -1.782 -0.009
H -1.828 0.610 0.722
H -1.611 0.564 -1.037
H 0.436 1.780 -0.766
H 0.323 1.641 1.014
*
```

Its SMILES is Cl[N+]1=CNCC1. The value obtained for the lowest unoccupied orbital energy is -0.14011 hartree.

Atomic partial charges in e from the Löwdin method, atoms 1 to 4: 0.80 -0.48 -0.13 0.08

=====

Computed, not measured: C3H6ClN3 in the gas phase in a non-equilibrium geometry, with the ωB97M-V functional and the def2-TZVPD basis.

```
! RIJCOSX wB97M-V def2-TZVPD def2/J DEFGRID3
* xyz 0 1
N 0.105 0.620 -1.978
N 0.645 -0.642 -1.696
C 0.161 -1.524 -0.782
N -0.733 -1.427 0.109
C -1.371 -0.264 0.529
C -0.835 0.790 1.161
Cl 0.868 0.975 1.412
H 0.291 1.237 -1.213
H -0.884 0.540 -2.061
H 1.265 -0.980 -2.396
H 0.648 -2.513 -0.889
H -2.448 -0.291 0.480
H -1.472 1.562 1.577
*
```

Its SMILES is NN/C=N\C=C/Cl. The value obtained for the lowest unoccupied orbital energy is 0.03258 hartree.

Atomic partial charges in e from the Löwdin method, atoms 1 to 4: 0.04 -0.07 -0.25 0.05

=====

Computed, not measured: C3H6ClNO in the gas phase in a non-equilibrium geometry, with the ωB97M-V functional and the def2-TZVPD basis.

```
! RIJCOSX wB97M-V def2-TZVPD def2/J DEFGRID3
* xyz 0 3
C 0.816 0.419 -0.018
C -0.371 1.325 0.011
C -0.770 -1.475 0.032
N 1.980 0.889 -0.039
O 0.542 -1.005 -0.135
Cl 3.183 -0.265 0.003
H -0.143 2.291 0.141
H -0.716 1.371 -0.934
H -1.203 1.083 0.769
H -1.464 -1.221 -0.757
H -1.306 -0.941 0.792
H -0.547 -2.470 0.137
*
```

The value obtained for the lowest unoccupied orbital energy (spin up / spin down) is 0.03422 / -0.10048 hartree.

Atomic partial charges in e from the Löwdin method, atoms 1 to 4: -0.53 -0.04 -0.09 -0.35

=====

Computed, not measured: 2 unconnected molecules or ions with the total composition C3H6ClNO in a non-equilibrium geometry, with the ωB97M-V functional and the def2-TZVPD basis.

```
! RIJCOSX wB97M-V def2-TZVPD def2/J DEFGRID3
* xyz 0 3
C 0.061 -0.427 0.199
C -0.418 1.016 0.487
C 1.386 -0.713 -0.347
N -0.552 -1.433 0.883
O -1.044 -1.274 -0.357
Cl -2.964 0.736 -1.102
H -0.818 1.113 1.522
H -1.243 1.375 -0.105
H 0.448 1.687 0.270
H 1.644 0.303 -0.732
H 1.442 -1.412 -1.213
H 2.058 -0.970 0.493
*
```

The value obtained for the lowest unoccupied orbital energy (spin up / spin down) is 0.03444 / -0.13454 hartree.

Atomic partial charges in e from the Löwdin method, atoms 1 to 4: -0.59 -0.04 -0.02 0.11

=====

Computed, not measured: 2 unconnected molecules or ions with the total composition C3H6ClNO2 in a non-equilibrium geometry, with the ωB97M-V functional and the def2-TZVPD basis.

```
! RIJCOSX wB97M-V def2-TZVPD def2/J DEFGRID3
* xyz 0 1
C -1.049 1.687 -0.446
C -0.739 0.460 -0.063
C -1.354 -0.552 0.835
N 0.401 -0.231 -0.772
O 0.171 -1.305 -1.284
O 1.448 0.373 -1.007
H -0.457 2.089 -1.232
H -1.839 2.352 -0.082
H -2.266 -0.189 1.297
H -0.653 -0.821 1.689
H -1.585 -1.460 0.356
Cl 4.155 -0.746 0.750
H 3.767 -1.657 -0.041
*
```

Its SMILES is C=C(C)[N+](=O)[O-].Cl. The value obtained for the lowest unoccupied orbital energy is -0.00472 hartree.

Atomic partial charges in e from the Löwdin method, atoms 1 to 4: 0.11 -0.25 -0.04 -0.36

=====

Computed, not measured: C3H6ClNO3 in the gas phase in a non-equilibrium geometry, with the ωB97M-V functional and the def2-TZVPD basis.

```
! RIJCOSX wB97M-V def2-TZVPD def2/J DEFGRID3
* xyz 0 1
C 2.067 -0.095 1.105
O 1.727 0.992 0.235
C 0.659 1.204 -0.499
O 0.500 2.104 -1.264
O -0.183 0.253 -0.118
C -1.505 0.016 -0.510
N -1.649 -1.250 -1.047
Cl -2.526 0.249 0.976
H 2.105 0.416 2.061
H 3.148 -0.465 0.701
H 1.369 -0.881 1.074
H -1.964 0.856 -1.225
H -1.167 -1.983 -0.392
H -2.582 -1.415 -1.096
*
```

Its SMILES is COC(=O)O[C@@H](N)Cl. The value obtained for the lowest unoccupied orbital energy is 0.02523 hartree.

Atomic partial charges in e from the Löwdin method, atoms 1 to 4: -0.01 -0.01 -0.61 0.17

=====

Computed, not measured: 2 unconnected molecules or ions with the total composition C3H6ClNS in a non-equilibrium geometry, with the ωB97M-V functional and the def2-TZVPD basis.

```
! RIJCOSX wB97M-V def2-TZVPD def2/J DEFGRID3
* xyz 0 1
C -2.440 0.080 0.569
C -0.091 -0.269 0.009
C -1.425 -0.619 -0.014
N 0.806 2.358 -0.233
S 1.162 0.853 -0.135
Cl 4.435 -0.307 0.261
H -3.480 -0.125 0.556
H -2.406 0.995 1.091
H 4.106 -1.254 -0.511
H 0.465 -1.196 -0.303
H -1.648 -1.612 -0.200
H 1.545 3.008 -0.527
*
```

The value obtained for the lowest unoccupied orbital energy (spin up / spin down) is -0.01668 / -0.01506 hartree.

Atomic partial charges in e from the Löwdin method, atoms 1 to 4: 0.05 -0.46 -0.25 -0.41

=====

Computed, not measured: 2 unconnected molecules or ions with the total composition C3H6ClP in a non-equilibrium geometry, with the ωB97M-V functional and the def2-TZVPD basis.

```
! RIJCOSX wB97M-V def2-TZVPD def2/J DEFGRID3
* xyz 0 1
C -1.083 0.736 -0.052
C 0.092 1.690 -0.042
C -0.273 -1.682 0.080
P -2.704 0.978 0.027
Cl -3.644 -0.771 -0.067
H 0.569 1.402 -0.912
H -0.349 2.626 -0.126
H 0.810 1.320 0.783
H -1.038 -1.963 0.769
H 0.660 -1.140 0.126
H -0.298 -2.379 -0.784
*
```

The value obtained for the lowest unoccupied orbital energy (spin up / spin down) is 0.00067 / -0.01714 hartree.

Atomic partial charges in e from the Löwdin method, atoms 1 to 4: -0.54 -0.19 0.07 0.40

=====

Number 1: E -18703.03094 eV. Number 2: E -20199.34025 eV. Number 3: E -19260.97296 eV. Number 4: E -19262.71981 eV. Number 5: E -21312.18241 eV. Number 6: E -23362.35533 eV. Number 7: E -28052.32593 eV. Number 8: E -25014.97957 eV.